(1)
The following is a DFT calculation (the ωB97M-V functional and the def2-TZVPD basis) of a molecular structure, C6H9N.

Geometry as ORCA input:
```
! RIJCOSX wB97M-V def2-TZVPD def2/J DEFGRID3
* xyz 0 1
C -0.25 -0.30 1.89
N 0.21 -0.08 0.73
C 0.86 1.06 -0.05
C 1.54 -0.07 -0.86
C 0.18 -0.76 -0.60
C -0.87 0.16 -1.33
C -0.35 1.36 -0.92
H -0.75 -1.24 2.09
H -0.18 0.48 2.66
H -2.76 -1.48 0.15
H 1.41 1.80 0.54
H 2.40 -0.54 -0.36
H 1.75 0.16 -1.90
H 0.05 -1.85 -0.56
H -2.49 -1.03 -0.40
H -0.74 2.36 -1.08
*
```

E_HOMO ... -7.080 eV
Energy relative to the best compared isomer or geometry (same formula, charge and spin) ... 669.5 kJ/mol
Frontier orbital gap ... 7.17 eV

---

(2)
The following is a DFT calculation (the ωB97M-V functional and the def2-TZVPD basis) of C6H9N in the gas phase.

Geometry as ORCA input:
```
! RIJCOSX wB97M-V def2-TZVPD def2/J DEFGRID3
* xyz 0 1
C -1.35 2.19 0.03
C -0.48 0.98 0.28
C -0.67 -0.16 0.99
C 0.10 -2.30 -0.07
C 0.54 -1.01 0.64
C 1.40 -0.19 -0.28
N 0.78 0.94 -0.46
H -2.33 1.94 0.45
H -1.48 2.37 -1.05
H -0.99 3.11 0.49
H 0.92 -2.94 -0.39
H -0.49 -2.05 -0.96
H -0.54 -2.86 0.62
H 1.12 -1.28 1.53
H 2.34 -0.42 -0.77
H 1.15 1.68 -1.06
*
```

E_HOMO ... -7.261 eV
Energy relative to the best compared isomer or geometry (same formula, charge and spin) ... 335.9 kJ/mol
Frontier orbital gap ... 7.61 eV

---

(3)
The following is a DFT calculation (the ωB97M-V functional and the def2-TZVPD basis) of a molecular structure, C6H9N at a distorted geometry.

Geometry as ORCA input:
```
! RIJCOSX wB97M-V def2-TZVPD def2/J DEFGRID3
* xyz 0 1
C 1.74 -0.76 0.06
C 0.36 0.61 0.28
C -1.12 1.19 -0.17
C -1.92 -0.19 0.00
C -1.18 -1.27 0.05
C 0.17 -0.75 -0.30
H 2.57 -1.37 -0.50
H 1.79 -0.94 1.16
H 2.23 1.36 0.26
H 0.21 0.72 1.40
H -1.38 1.97 0.53
H -1.12 1.58 -1.17
H -3.02 -0.10 0.04
H -1.38 -2.25 -0.04
H 0.32 -0.43 -1.31
N 1.71 0.63 -0.29
*
```

E_HOMO ... -9.174 eV
Energy relative to the best compared isomer or geometry (same formula, charge and spin) ... 418.5 kJ/mol
Frontier orbital gap ... 10.34 eV

---

(4)
The following is a DFT calculation (the ωB97M-V functional and the def2-TZVPD basis) of C6H9N in the gas phase at a distorted geometry.

Geometry as ORCA input:
```
! RIJCOSX wB97M-V def2-TZVPD def2/J DEFGRID3
* xyz 0 1
C -1.94 -0.87 -0.77
C -0.72 -0.15 -0.33
C -0.64 0.78 0.63
C 0.75 0.87 1.12
N 1.76 1.39 0.24
C 1.53 -0.14 0.39
C 0.68 -0.53 -0.82
H -2.79 -0.56 -0.16
H -1.78 -1.94 -0.60
H -2.17 -0.73 -1.83
H -1.44 1.39 1.03
H 0.95 0.96 2.19
H 2.38 2.00 0.76
H 1.96 -0.98 0.95
H 0.77 -1.55 -1.22
H 0.99 0.17 -1.60
*
```

E_HOMO ... -8.583 eV
Energy relative to the best compared isomer or geometry (same formula, charge and spin) ... 262.8 kJ/mol
SMILES string ... CC1=C[C@@H]2N[C@@H]2C1
Frontier orbital gap ... 9.72 eV

---

(5)
The following is a DFT calculation (the ωB97M-V functional and the def2-TZVPD basis) of C6H9N in the gas phase at a distorted geometry.

Geometry as ORCA input:
```
! RIJCOSX wB97M-V def2-TZVPD def2/J DEFGRID3
* xyz 0 1
C 1.23 1.26 0.25
C 0.52 -0.10 -0.10
C 1.56 -1.07 -0.42
N 2.35 -1.85 -0.74
C -0.54 -0.46 0.95
C -1.75 -0.16 0.05
C -0.78 -0.24 -1.14
H 1.94 1.66 -0.50
H 1.84 1.09 1.15
H 0.53 2.06 0.50
H -0.48 0.11 1.87
H -0.45 -1.53 1.13
H -2.53 -0.93 0.13
H -2.23 0.81 0.21
H -0.86 -1.22 -1.65
H -0.37 0.57 -1.69
*
```

E_HOMO ... -9.913 eV
Energy relative to the best compared isomer or geometry (same formula, charge and spin) ... 199.1 kJ/mol
SMILES string ... CC1(C#N)CCC1
Frontier orbital gap ... 10.74 eV

---

(6)
The following is a DFT calculation (the ωB97M-V functional and the def2-TZVPD basis) of C6H9N in the gas phase.

Geometry as ORCA input:
```
! RIJCOSX wB97M-V def2-TZVPD def2/J DEFGRID3
* xyz 0 1
C -2.05 1.75 -1.26
C -0.66 1.32 -1.25
C 0.36 0.69 -1.13
C 1.19 -0.45 -0.74
N 1.52 -0.39 0.69
C 1.23 -1.61 1.42
C 0.39 -0.40 1.60
H -2.65 0.98 -1.76
H -2.23 2.71 -1.75
H -2.39 1.82 -0.21
H 0.56 -1.32 -0.96
H 2.11 -0.55 -1.31
H 1.97 -1.90 2.16
H 0.79 -2.43 0.85
H -0.62 -0.42 1.17
H 0.49 0.23 2.48
*
```

E_HOMO ... -9.078 eV
Energy relative to the best compared isomer or geometry (same formula, charge and spin) ... 341.0 kJ/mol
SMILES string ... CC#CCN1CC1
Frontier orbital gap ... 10.10 eV

---

(7)
The following is a DFT calculation (the ωB97M-V functional and the def2-TZVPD basis) of C6H9N in the gas phase at a distorted geometry.

Geometry as ORCA input:
```
! RIJCOSX wB97M-V def2-TZVPD def2/J DEFGRID3
* xyz 0 1
C -1.37 -1.29 1.33
C -0.61 -0.40 0.32
C -1.32 0.63 -0.42
C -0.27 1.58 -0.87
N 1.09 1.24 -0.38
C 1.70 0.03 -0.91
C 0.97 0.05 0.42
H -1.94 -2.09 0.83
H -2.10 -0.75 1.94
H -0.66 -1.77 1.99
H -0.30 1.71 -1.96
H -0.52 2.57 -0.45
H 2.79 0.08 -1.01
H 1.23 -0.49 -1.76
H -0.18 -1.05 -0.43
H 1.50 -0.06 1.36
*
```

E_HOMO ... -8.456 eV
Energy relative to the best compared isomer or geometry (same formula, charge and spin) ... 534.9 kJ/mol
Frontier orbital gap ... 8.61 eV

---

(8)
The following is a DFT calculation (the ωB97M-V functional and the def2-TZVPD basis) of C6H9N in the gas phase.

Geometry as ORCA input:
```
! RIJCOSX wB97M-V def2-TZVPD def2/J DEFGRID3
* xyz 0 1
C -0.28 -0.64 2.39
C -0.32 -0.03 1.02
C 0.09 1.17 0.54
C 1.24 0.65 -1.59
C -0.14 1.02 -0.96
C -0.85 -0.26 -1.18
N -0.85 -0.88 -0.04
H -0.02 0.15 3.10
H 0.48 -1.43 2.48
H -1.24 -1.07 2.70
H 1.15 0.29 -2.63
H 1.70 -0.14 -0.99
H 1.89 1.52 -1.58
H -0.56 1.89 -1.48
H -1.18 -0.73 -2.09
H -1.10 -1.86 0.06
*
```

E_HOMO ... -7.254 eV
Energy relative to the best compared isomer or geometry (same formula, charge and spin) ... 347.2 kJ/mol
Frontier orbital gap ... 7.69 eV

---

(9)
The following is a DFT calculation (the ωB97M-V functional and the def2-TZVPD basis) of C6H9N in the gas phase at a distorted geometry.

Geometry as ORCA input:
```
! RIJCOSX wB97M-V def2-TZVPD def2/J DEFGRID3
* xyz 0 1
C -0.17 -1.33 -1.51
C -0.24 -0.67 -0.16
C -0.01 -1.38 1.07
C 0.09 -0.45 2.07
N -0.14 0.78 1.50
C -0.18 0.68 0.12
C 0.09 1.87 -0.72
H -0.35 -0.63 -2.32
H 0.81 -1.76 -1.76
H -0.91 -2.11 -1.63
H 0.19 -2.44 1.12
H 0.26 -0.64 3.11
H 0.11 1.60 2.02
H -0.11 1.64 -1.76
H 1.14 2.15 -0.66
H -0.58 2.71 -0.50
*
```

E_HOMO ... -7.848 eV
Energy relative to the best compared isomer or geometry (same formula, charge and spin) ... 33.2 kJ/mol
SMILES string ... Cc1cc[nH]c1C
Frontier orbital gap ... 8.92 eV

---

(10)
The following is a DFT calculation (the ωB97M-V functional and the def2-TZVPD basis) of a gas-phase ion, C6H9N2 (charge +1) at a distorted geometry.

Geometry as ORCA input:
```
! RIJCOSX wB97M-V def2-TZVPD def2/J DEFGRID3
* xyz 1 1
C -2.23 0.61 -1.00
C -1.10 -0.02 -0.58
C -0.89 -1.46 -0.75
C 0.43 -1.73 -0.59
C 1.13 -0.74 0.12
N 2.26 -0.60 0.69
N -0.02 0.53 0.05
C 0.25 1.69 0.88
H -2.23 1.68 -0.94
H -3.09 0.18 -1.48
H -1.61 -2.03 -1.26
H 0.80 -2.77 -0.52
H 2.75 -1.49 0.85
H 2.39 0.34 1.16
H 1.02 1.39 1.62
H 0.75 2.42 0.35
H -0.61 1.99 1.41
*
```

E_HOMO (alpha / beta) ... -12.909 / -12.910 eV
Energy relative to the best compared isomer or geometry (same formula, charge and spin) ... 323.2 kJ/mol
SMILES string ... C=C1C=CC(=[NH2+])N1C
Frontier orbital gap (alpha / beta) ... 7.67 / 7.68 eV

---

(11)
The following is a DFT calculation (the ωB97M-V functional and the def2-TZVPD basis) of a gas-phase ion, C6H9N2 (charge +1) at a distorted geometry.

Geometry as ORCA input:
```
! RIJCOSX wB97M-V def2-TZVPD def2/J DEFGRID3
* xyz 1 1
N 0.93 -1.33 -0.97
C 1.73 -1.07 0.13
C 2.41 0.09 0.44
C 1.93 1.41 0.31
C 0.60 1.37 -0.05
C -0.51 0.77 -0.04
C -1.54 -0.09 0.14
N -3.00 0.49 0.15
H 0.46 -2.17 -0.98
H 0.70 -0.64 -1.61
H 2.08 -1.92 0.70
H 3.31 0.05 1.06
H 2.54 2.22 0.53
H -1.46 -1.05 -0.11
H -3.32 1.01 -0.75
H -3.11 1.14 0.94
H -3.76 -0.27 0.11
*
```

E_HOMO ... -11.395 eV
Energy relative to the best compared isomer or geometry (same formula, charge and spin) ... 522.6 kJ/mol
SMILES string ... N/C=C\C=C=C=C[NH3+]
Frontier orbital gap ... 7.25 eV

---

(12)
The following is a DFT calculation (the ωB97M-V functional and the def2-TZVPD basis) of 2 unconnected molecules or ions with the total composition C6H9N2O at a distorted geometry.

Geometry as ORCA input:
```
! RIJCOSX wB97M-V def2-TZVPD def2/J DEFGRID3
* xyz 1 1
C 1.79 1.03 -0.14
C 1.76 -0.35 -0.04
C -0.32 0.25 -0.16
C -2.57 -0.39 -0.02
C 2.97 -1.28 -0.02
C -3.36 0.75 0.27
N 0.38 1.36 -0.21
N 0.47 -0.80 -0.04
O -2.52 -1.53 -0.13
H 2.62 1.68 -0.41
H 3.84 -0.58 -0.01
H 2.89 -1.84 0.97
H 2.82 -1.89 -0.99
H -3.86 0.48 1.26
H -4.19 0.82 -0.48
H -2.92 1.78 0.40
H 0.00 2.31 -0.32
H 0.20 -1.80 0.07
*
```

E_HOMO ... -12.977 eV
Energy relative to the best compared isomer or geometry (same formula, charge and spin) ... 132.5 kJ/mol
Frontier orbital gap ... 9.31 eV

---

The highest energy relative to the best compared isomer or geometry (same formula, charge and spin) belongs to which entry? number 1

---

Among the records above, which one has the highest energy relative to the best compared isomer or geometry (same formula, charge and spin)? number 1

---

What is the energy relative to the best compared isomer or geometry (same formula, charge and spin) in the fourth record? 262.8 kJ/mol